(1)
Computed, not measured: a cluster of 6 separate species, C28H71BBrI2N5O9 in total, with ωB97M-V/def2-TZVPD.

The calculation puts the LUMO energy at 0.36 eV. The relative energy (zero: lowest compared OMol25 entry of this formula, charge and spin) comes out at 29.5 kJ/mol. The largest force on an atom comes out at 1.4 eV/Å. The SMILES is CC[C@H](I)[C@H](COCBr)O[C@@H](I)CB(O)O.COC[C@@H](C)N.COC[C@@H](C)N.COC[C@@H](C)N.COC[C@@H](C)N.COC[C@@H](C)N.

Cartesian coordinates (Å):
C 0.629145 6.049790 4.003203
C 1.056106 5.148009 2.848664
C 0.231347 3.876207 2.843097
I 0.843446 2.474982 4.347643
C 0.059095 3.230655 1.447441
C 1.368081 3.214464 0.679467
O 2.462430 2.773067 1.490275
C 3.010082 1.578505 1.074051
Br 1.786598 0.041904 1.232881
O -0.825036 4.099359 0.750803
C -1.914281 3.533084 0.089934
I -1.477649 1.800325 -1.152829
C -3.091421 3.300966 1.026629
B -2.982193 2.110426 2.071286
O -3.139499 2.400085 3.419024
O -2.716889 0.807135 1.751410
H -0.439626 6.203911 3.921025
H 1.135900 7.002725 3.980245
H 0.779438 5.558907 4.954622
H 0.844931 5.703356 1.944110
H 2.118249 4.948567 2.909353
H -0.771286 4.153758 3.129767
H -0.332077 2.234672 1.618713
H 1.322248 2.612818 -0.219943
H 1.577587 4.226488 0.362770
H 3.837422 1.350898 1.725665
H 3.324183 1.628623 0.039333
H -2.220506 4.251960 -0.649098
H -3.975114 3.160923 0.411806
H -3.230099 4.234757 1.556842
H -3.985875 2.848575 3.576321
H -2.025513 0.480423 2.356911
C 4.059453 6.580487 -1.753664
O 3.806027 5.255089 -1.324040
C 4.923828 4.389096 -1.335145
C 5.836941 4.501630 -0.105365
C 6.745203 5.727215 -0.118694
N 5.070441 4.493707 1.140526
H 4.811904 6.608193 -2.546850
H 4.376816 7.213855 -0.922181
H 3.125488 6.982833 -2.145203
H 4.501316 3.379692 -1.350476
H 5.493240 4.509298 -2.266388
H 6.483181 3.618039 -0.111557
H 6.203120 6.637974 0.134274
H 7.538747 5.611626 0.619406
H 7.211998 5.865017 -1.096510
H 4.540826 3.630165 1.199564
H 4.355854 5.213782 1.060459
C -3.558542 -2.265532 -4.143818
O -3.793347 -1.496471 -2.979473
C -4.201769 -2.237048 -1.844688
C -3.061014 -2.899103 -1.059516
C -2.504456 -4.145247 -1.738191
N -1.966844 -1.963213 -0.785929
H -4.241753 -3.118349 -4.207317
H -2.526683 -2.622243 -4.184563
H -3.724085 -1.617484 -5.005028
H -4.689959 -1.512222 -1.187260
H -4.963262 -2.975708 -2.130428
H -3.480431 -3.209919 -0.097696
H -1.854487 -3.899077 -2.578801
H -1.906950 -4.724620 -1.034268
H -3.307921 -4.786252 -2.107642
H -2.324991 -1.181161 -0.241361
H -1.696249 -1.544455 -1.672108
C -7.425031 -8.880938 -3.568779
O -6.682264 -8.325031 -4.637768
C -6.936184 -6.960615 -4.907794
C -6.175333 -5.975404 -4.008894
C -6.755903 -5.849975 -2.603802
N -4.751905 -6.308404 -3.902952
H -8.429067 -8.451234 -3.510584
H -6.911739 -8.745752 -2.613710
H -7.514536 -9.951208 -3.752635
H -6.602349 -6.804459 -5.937021
H -8.016123 -6.762365 -4.889156
H -6.254993 -4.991801 -4.483157
H -6.496858 -6.703264 -1.977709
H -6.360342 -4.961390 -2.111764
H -7.843917 -5.763303 -2.631230
H -4.339345 -6.288616 -4.832145
H -4.686053 -7.284764 -3.625818
C -1.208906 -7.509668 -3.471491
O -1.968282 -7.768805 -2.304410
C -2.177306 -9.137746 -2.021485
C -1.012179 -9.835589 -1.304250
C 0.164975 -10.165469 -2.216420
N -0.523972 -9.062045 -0.159440
H -1.397743 -8.251598 -4.253330
H -0.143030 -7.479759 -3.234255
H -1.499141 -6.526969 -3.844198
H -3.044436 -9.163602 -1.355043
H -2.461555 -9.677356 -2.935631
H -1.403165 -10.783650 -0.922697
H 0.764888 -9.284904 -2.443244
H 0.823747 -10.885236 -1.731680
H -0.174408 -10.599893 -3.158989
H -1.280767 -8.935463 0.506656
H -0.320531 -8.121074 -0.486722
C 7.786389 7.006176 6.016707
O 6.904035 5.973118 5.624330
C 5.531510 6.231393 5.847265
C 4.849507 7.077973 4.762750
C 5.185539 8.564345 4.841962
N 5.145731 6.591227 3.412879
H 7.427186 7.524553 6.910617
H 7.939676 7.728103 5.210693
H 8.748977 6.548066 6.243317
H 5.051704 5.249359 5.858081
H 5.384677 6.669942 6.843775
H 3.770671 6.979708 4.922103
H 6.181709 8.778259 4.455485
H 4.479702 9.140285 4.243569
H 5.132346 8.929500 5.869918
H 4.827787 5.630975 3.320313
H 6.155742 6.514447 3.326299

Atomic forces in eV per Å
C -0.134 -0.478 -0.196
C -0.142 0.315 0.749
C -0.035 0.059 -0.567
I -0.066 0.062 -0.009
C 0.669 0.419 1.206
C 0.374 0.018 -0.131
O -0.334 -0.275 -0.131
C -0.096 0.236 0.344
Br 0.030 0.026 -0.137
O 0.219 -0.503 -0.575
C -0.402 0.149 0.204
I 0.048 0.128 -0.087
C -0.049 -0.829 -0.137
B -0.175 0.253 0.510
O -0.648 -0.142 0.050
O 1.137 0.262 -0.181
H -0.311 0.328 -0.004
H 0.165 0.268 0.073
H 0.262 -0.040 0.356
H 0.042 -0.021 -0.493
H 0.281 -0.139 -0.193
H -0.377 -0.142 0.291
H -0.307 -0.260 -0.421
H -0.251 -0.203 -0.184
H 0.129 0.360 -0.031
H 0.215 -0.079 0.166
H -0.050 -0.230 -0.320
H 0.109 0.293 -0.298
H -0.238 -0.120 -0.250
H -0.038 0.308 0.201
H 0.651 0.231 0.129
H -0.676 -0.362 -0.028
C -0.154 0.006 0.099
O 0.037 0.034 -0.071
C 0.016 -0.226 -0.002
C -0.012 0.304 0.037
C 0.119 0.014 -0.069
N -0.051 -0.239 -0.141
H 0.045 -0.006 0.020
H 0.099 0.034 -0.053
H -0.013 -0.046 -0.010
H -0.036 0.016 0.010
H 0.035 0.085 0.024
H -0.060 -0.057 -0.037
H -0.065 -0.018 0.005
H -0.029 -0.016 0.033
H -0.004 0.000 0.002
H 0.020 0.051 0.083
H 0.067 0.081 0.102
C 0.049 0.189 -0.028
O -0.025 -0.121 -0.083
C -0.162 0.087 0.251
C 0.230 -0.018 -0.284
C -0.083 -0.192 0.068
N -0.214 0.140 0.106
H 0.039 -0.056 0.041
H -0.037 -0.121 -0.023
H -0.027 0.028 0.030
H 0.041 0.060 -0.038
H 0.072 -0.071 -0.037
H -0.069 0.053 0.007
H -0.014 0.087 -0.009
H 0.021 0.036 0.018
H 0.050 -0.035 -0.039
H 0.082 -0.029 0.070
H 0.089 -0.061 -0.001
C 0.143 -0.107 -0.053
O -0.097 0.004 0.067
C 0.036 0.129 -0.204
C -0.005 -0.178 0.228
C -0.076 0.101 0.033
N -0.093 -0.006 -0.277
H 0.001 0.045 0.026
H -0.098 0.050 0.053
H 0.004 0.009 -0.045
H 0.031 -0.049 0.001
H -0.004 0.009 0.100
H -0.012 -0.024 -0.080
H 0.020 -0.047 -0.039
H 0.042 -0.015 -0.004
H -0.001 -0.006 0.001
H 0.049 0.091 0.032
H 0.092 0.049 0.159
C 0.005 0.230 0.204
O -0.015 -0.117 -0.188
C -0.198 -0.081 0.152
C 0.183 0.170 -0.103
C 0.023 -0.129 -0.046
N -0.203 0.023 -0.010
H 0.031 -0.057 0.030
H 0.048 -0.069 -0.179
H -0.066 -0.003 0.054
H 0.009 0.052 0.016
H 0.099 -0.018 -0.028
H -0.076 0.017 0.009
H -0.037 0.051 0.008
H 0.003 0.026 0.042
H -0.003 0.012 -0.003
H 0.053 -0.073 0.050
H 0.089 -0.022 0.004
C 0.075 -0.134 -0.112
O 0.023 0.103 0.081
C -0.201 -0.164 0.025
C 0.258 0.149 -0.105
C -0.099 0.086 0.060
N -0.143 -0.045 0.257
H -0.032 0.039 -0.013
H -0.026 0.098 0.073
H -0.021 -0.036 0.009
H 0.048 -0.025 -0.034
H 0.021 0.091 -0.029
H -0.002 -0.079 0.051
H 0.034 -0.056 0.003
H 0.008 -0.026 -0.040
H 0.011 -0.003 -0.002
H 0.008 0.010 -0.129
H 0.002 0.042 -0.096

(2)
Computed, not measured: a structure of composition C4H4GdO7P2S2, with ωB97M-V/def2-TZVPD.

The calculation puts the LUMO energy (spin up / spin down) at -13.71 / -14.41 eV. The largest force on an atom comes out at 2.3 eV/Å. As for the charge: +3. As for the spin multiplicity: 8.

Cartesian coordinates (Å):
O 1.875460 -2.616771 -0.214524
C 0.805274 -2.040868 -0.179415
O -0.367818 -2.649458 -0.254942
C -1.393354 -1.716970 -0.457487
O -2.494372 -2.028575 -0.734487
C -0.779494 -0.359230 -0.252350
P -1.878064 1.107722 -0.210786
O -1.989471 1.587689 1.264428
O -3.190215 0.682306 -0.897984
S -1.157530 2.688659 -1.226587
C 0.553710 -0.540802 -0.075794
P 1.894214 0.641250 0.297035
O 1.381702 1.884651 1.085352
O 2.923838 -0.154162 1.153560
S 2.762844 1.209069 -1.425808
H -2.194899 0.944679 1.967067
H -3.755777 -0.024033 -0.531642
H 1.591622 2.750654 0.691006
H 2.884852 -0.138044 2.128900
Gd 2.527480 -1.227767 -2.125541

Atomic forces in eV per Å
O -0.020 0.524 -0.740
C -0.788 0.109 0.935
O 0.258 -0.598 -0.349
C -0.470 -0.090 0.138
O 0.407 0.140 0.242
C 0.062 0.161 0.238
P -0.277 0.038 0.172
O 0.145 -0.349 -0.349
O 0.268 0.145 0.284
S 0.007 0.134 -0.092
C -0.474 0.322 0.103
P 1.154 0.857 -0.402
O -0.526 -0.555 -0.140
O -0.484 0.075 -0.002
S -0.213 0.703 0.737
H -0.099 0.211 0.226
H -0.141 -0.119 -0.256
H 0.044 0.123 0.207
H 0.149 -0.065 0.066
Gd 1.000 -1.768 -1.018

(3)
Computed, not measured: a structure of composition C4H10FN6O2, with ωB97M-V/def2-TZVPD.

The calculation puts the LUMO energy at -2.80 eV. The largest force on an atom comes out at 0.8 eV/Å. As for the charge: +1.

Cartesian coordinates (Å):
C -1.253898 1.368231 -0.180130
C 2.122092 0.514968 0.615383
C -1.325250 -1.731561 -0.346951
C 0.037785 0.632682 -0.582300
N -1.702707 2.268905 -1.050813
N 2.860824 1.450635 0.006236
N -1.421194 -1.561252 0.966489
N 0.837048 0.352112 0.411362
N -1.878277 -2.834799 -0.888603
N 2.690454 -0.228398 1.570623
O -1.764291 1.118462 0.891503
O -0.729480 -0.897992 -1.108544
F 0.518220 0.970047 -1.796283
H -1.269070 2.430265 -1.944508
H -2.535278 2.790025 -0.814253
H -1.693786 -3.025592 -1.861527
H 3.807263 1.639473 0.291790
H -1.986241 -2.197373 1.505073
H -1.272302 -0.623939 1.344018
H 2.482204 2.010270 -0.738197
H -2.233895 -3.574835 -0.310225
H 3.596873 0.004033 1.939346
H 2.112906 -0.874367 2.080512

Atomic forces in eV per Å
C 0.083 -0.034 -0.108
C -0.237 0.284 -0.074
C -0.010 -0.061 0.240
C -0.005 -0.451 0.607
N -0.164 0.336 -0.315
N 0.258 0.054 -0.085
N -0.004 -0.036 0.364
N -0.289 -0.142 -0.188
N 0.452 0.407 -0.351
N 0.244 0.049 0.019
O 0.001 0.123 0.077
O -0.120 0.029 -0.425
F -0.097 -0.092 0.291
H 0.012 -0.076 0.064
H 0.087 -0.084 -0.017
H -0.044 -0.005 0.118
H -0.027 -0.074 -0.082
H 0.009 0.057 -0.032
H -0.050 -0.156 -0.122
H -0.058 -0.082 0.069
H -0.021 0.001 -0.018
H -0.010 -0.120 -0.018
H -0.013 0.070 -0.014

(4)
Computed, not measured: a cluster of 2 separate species, C3H13N2O in total, with ωB97M-V/def2-TZVPD.

The calculation puts the LUMO energy at -3.18 eV. The relative energy (zero: lowest compared OMol25 entry of this formula, charge and spin) comes out at 189.3 kJ/mol. The largest force on an atom comes out at 3.5 eV/Å. As for the charge: +1.

Cartesian coordinates (Å):
N -0.173647 0.294519 1.196384
C 0.051802 0.819479 -0.207389
C -0.721523 -0.026428 -1.157672
C 1.626780 0.850900 -0.487653
N 2.260268 0.252239 0.698654
H 0.720265 -0.224046 1.610929
H -0.814782 -0.490621 1.246934
H -0.294568 1.010783 1.987838
H -0.322568 1.903749 -0.339789
H -0.687335 -1.124598 -0.812497
H -0.411072 -0.022889 -2.161095
H -1.762113 0.369740 -1.138122
H 1.818760 0.245265 -1.412316
H 1.877970 1.941051 -0.674385
H 2.738464 -0.752965 0.704341
H 3.092471 0.840171 0.682244
H -2.534251 -2.464514 0.542424
H -3.518733 -1.792336 -0.515378
O -2.946193 -1.629499 0.236552

Atomic forces in eV per Å
N 1.484 -0.066 2.670
C 1.042 1.882 -0.571
C -1.805 -1.649 1.577
C -1.732 -1.167 -0.616
N 3.400 -0.829 -0.094
H -0.768 1.753 -1.678
H -1.246 0.566 -0.208
H -0.443 -1.147 -1.739
H 0.459 -1.730 0.955
H -0.277 1.574 -0.649
H 0.809 0.375 -1.216
H 0.492 -0.917 -0.065
H -0.190 0.775 0.664
H 0.294 -1.536 0.536
H -1.731 2.565 -1.038
H 0.267 -0.270 1.251
H -0.883 0.478 -0.636
H -0.014 -0.427 -0.021
O 0.843 -0.230 0.879

M in g mol⁻¹, matching the order above: 966.4; 447.4; 193.2; 93.1